Molecular formula: C16H8B3Br4O24
Method: DFT, ωB97M-V/def2-TZVPD

Element x y z (Å)
1 O -1.71492 3.61209 5.27269
2 C -1.75977 2.42029 5.33147
3 O -2.67834 1.64246 4.77348
4 B -2.40526 0.23823 5.05487
5 O -1.29770 0.25258 6.03456
6 C -0.83468 1.48155 6.15628
7 O 0.13875 1.82380 6.76957
8 O -2.05143 -0.55667 3.85291
9 C -3.07671 -1.32391 3.51293
10 O -3.17852 -1.99626 2.53227
11 C -4.09842 -1.24798 4.67877
12 O -3.58889 -0.47807 5.61872
13 O -5.20339 -1.72181 4.66970
14 O 1.06551 2.68809 -0.53446
15 C 0.63784 1.76587 0.10878
16 O 0.70334 0.49374 -0.22436
17 B 0.05160 -0.35939 0.82164
18 O -0.47008 0.61737 1.79378
19 C -0.12627 1.84195 1.45261
20 O -0.40768 2.85859 2.01125
21 O 1.04960 -1.28178 1.40174
22 C 0.75441 -2.50620 1.00876
23 O 1.27990 -3.51232 1.40850
24 C -0.55395 -2.43708 0.17199
25 O -0.97576 -1.19225 0.20028
26 O -1.16022 -3.40623 -0.19146
27 O -3.11152 0.37896 -0.72192
28 C -2.69522 1.04801 -1.61158
29 O -2.27954 0.64061 -2.81619
30 B -1.75720 1.78437 -3.56909
31 O -2.11843 2.96714 -2.79668
32 C -2.54053 2.60363 -1.59118
33 O -2.76002 3.32003 -0.66529
34 O -2.36603 1.86913 -4.91998
35 C -1.46827 1.61808 -5.85286
36 O -1.67531 1.52776 -7.03326
37 C -0.10273 1.50278 -5.12383
38 O -0.29557 1.65353 -3.83975
39 O 0.96334 1.40736 -5.67708
40 Br 1.00666 -6.50300 -0.66484
41 C 2.83066 -6.70951 -0.09528
42 C 3.25395 -5.71378 0.95305
43 Br 4.90454 -6.20146 1.86011
44 H 3.47365 -6.74396 -0.97491
45 H 2.94479 -7.72174 0.29952
46 H 2.45798 -5.62051 1.68974
47 H 3.31652 -4.69873 0.56878
48 Br 4.46539 4.54801 -2.21666
49 C 3.26906 3.29479 -3.14865
50 C 3.32410 3.53422 -4.64990
51 Br 5.16691 3.48049 -5.32284
52 H 2.29531 3.38169 -2.67200
53 H 3.62833 2.28363 -2.96952
54 H 2.99810 4.54363 -4.88677
55 H 2.77215 2.80820 -5.23843

Summary:
multiplicity = 1
total charge = -3

=====

Molecular formula: C16H8Cl4N2O2Se2V
Method: DFT, ωB97M-V/def2-TZVPD

Element x y z (Å)
1 V 0.79602 -0.65649 -0.14461
2 Cl -1.30760 5.53980 -1.50610
3 C -0.69876 3.93216 -1.66317
4 C -0.55144 3.35614 -2.91729
5 Cl -0.97719 4.23863 -4.33890
6 C -0.05893 2.05028 -3.03382
7 Cl 0.13794 1.29369 -4.57588
8 C 0.28305 1.33109 -1.90350
9 O 0.75061 0.07656 -1.91553
10 C 0.11232 1.90964 -0.62768
11 O 0.44657 1.13980 0.40806
12 C -0.36386 3.20381 -0.51517
13 Cl -0.55233 3.87006 1.06798
14 Se -1.63631 -0.40368 2.12300
15 Se -0.44651 -2.25348 2.93850
16 C 1.32762 -1.59221 2.74089
17 C 2.17955 -1.53683 3.84076
18 C 3.47779 -1.10233 3.68354
19 C 3.89096 -0.69547 2.41384
20 C 2.99190 -0.74660 1.38312
21 N 1.71153 -1.18886 1.51591
22 C -2.02212 -1.11853 0.39190
23 C -3.33703 -1.38755 0.03799
24 C -3.60755 -1.94616 -1.19596
25 C -2.54402 -2.24387 -2.03908
26 C -1.26565 -1.94555 -1.63223
27 N -0.99115 -1.37716 -0.43771
28 H 1.80364 -1.84669 4.80582
29 H 4.15383 -1.06306 4.52606
30 H 4.89146 -0.32899 2.23587
31 H 3.28090 -0.40687 0.38981
32 H -4.12363 -1.15964 0.74267
33 H -4.62626 -2.15107 -1.49558
34 H -2.70315 -2.67748 -3.01571
35 H -0.42220 -2.11307 -2.28779

Summary:
expectation value of S² = 0.843
multiplicity = 2
total charge = 0

=====

Molecular formula: C16H8F3N2O2PdSSe
Method: DFT, ωB97M-V/def2-TZVPD

Element x y z (Å)
1 Pd 0.02433 -0.22544 0.03452
2 S -0.68368 1.33216 4.27305
3 C 0.72613 2.14237 3.72275
4 C 1.51661 3.06964 4.38647
5 C 2.60197 3.57666 3.70189
6 C 2.91843 3.18630 2.37129
7 C 2.15971 2.27398 1.70624
8 C 1.03680 1.72763 2.38995
9 N 0.18803 0.82422 1.89579
10 C -0.79938 0.49601 2.76506
11 C -1.77745 -0.44100 2.38796
12 C -2.85955 -0.80256 3.24039
13 C -3.77649 -1.70105 2.78888
14 C -3.63122 -2.24941 1.48968
15 C -2.58388 -1.90824 0.65403
16 C -1.62291 -1.00121 1.07597
17 H 1.30089 3.38729 5.39641
18 H 3.23832 4.30097 4.19270
19 H 3.77621 3.63336 1.88905
20 H 2.36087 1.97128 0.68798
21 H -2.95633 -0.36880 4.22827
22 H -4.61313 -2.00045 3.40340
23 H -4.37280 -2.96250 1.15005
24 H -2.52433 -2.36075 -0.32726
25 F -1.76169 3.80000 -1.71854
26 C -0.48912 3.42461 -1.78681
27 F 0.25787 4.32313 -1.12571
28 F -0.10678 3.41107 -3.06543
29 C -0.26344 2.03224 -1.16581
30 O 0.90692 1.59084 -1.15245
31 O -1.23846 1.40384 -0.68447
32 Se 1.91736 -1.40172 -1.17906
33 C 1.51227 -2.04049 0.49159
34 N 1.22722 -2.41508 1.55580

Summary:
expectation value of S² = 6.082
multiplicity = 5
total charge = +1

=====

| no. | energy (hartree) |
| --- | --- |
| 1 | -12791.73636 |
| 2 | -8462.14043 |
| 3 | -4101.25035 |